{"formula": "C33H78FGaN3O25P6S", "method": "ωB97M-V/def2-TZVPD", "symbols": ["Ga", "S", "P", "P", "P", "P", "P", "P", "F", "O", "O", "O", "O", "O", "O", "O", "O", "O", "O", "O", "O", "O", "O", "O", "O", "O", "O", "O", "O", "O", "O", "O", "O", "O", "N", "N", "N", "C", "C", "C", "C", "C", "C", "C", "C", "C", "C", "C", "C", "C", "C", "C", "C", "C", "C", "C", "C", "C", "C", "C", "C", "C", "C", "C", "C", "C", "C", "C", "C", "C", "H", "H", "H", "H", "H", "H", "H", "H", "H", "H", "H", "H", "H", "H", "H", "H", "H", "H", "H", "H", "H", "H", "H", "H", "H", "H", "H", "H", "H", "H", "H", "H", "H", "H", "H", "H", "H", "H", "H", "H", "H", "H", "H", "H", "H", "H", "H", "H", "H", "H", "H", "H", "H", "H", "H", "H", "H", "H", "H", "H", "H", "H", "H", "H", "H", "H", "H", "H", "H", "H", "H", "H", "H", "H", "H", "H", "H", "H"], "coordinates": [[-10.397, -1.394, -3.562], [-11.159, 3.052, -2.067], [7.130, -2.692, 0.670], [-8.794, 10.901, 0.326], [0.530, -3.922, -1.062], [8.215, 3.139, 0.993], [14.030, -3.745, 0.633], [3.213, -3.546, 5.738], [-6.580, 1.376, -3.881], [7.778, 4.366, 2.131], [-8.927, 11.873, 1.752], [-0.350, -2.552, -0.476], [14.910, -5.115, 0.046], [1.721, -2.908, -1.601], [8.653, 1.911, -0.145], [8.689, 4.294, -0.092], [-7.383, 11.466, 0.131], [-8.798, 3.776, -0.775], [-8.661, 9.930, -1.099], [9.426, 2.721, 1.836], [15.221, -2.731, 0.094], [13.150, -2.376, 1.219], [4.507, -2.759, 5.974], [8.010, -4.061, 0.084], [1.957, -2.481, 5.577], [6.070, -2.843, -0.427], [12.970, -3.897, -0.464], [-0.530, -4.073, -2.159], [1.410, -5.291, -1.648], [8.321, -1.678, 0.131], [2.912, -3.665, 7.438], [-8.706, 9.549, 1.274], [3.513, -3.427, 4.039], [6.250, -1.322, 1.257], [-9.580, 5.061, 1.191], [-10.778, 4.717, 0.527], [-11.782, -2.730, -4.011], [1.427, -5.536, -3.049], [-14.142, -2.419, -2.772], [-9.441, 8.390, 0.916], [7.582, 1.517, -0.979], [6.543, -1.006, 2.603], [9.681, -2.017, 0.342], [13.443, -2.059, 2.565], [-10.266, 3.936, -0.664], [-7.542, -2.032, -2.424], [-12.576, -2.984, -2.911], [3.081, -3.247, -1.391], [2.827, -4.403, 3.281], [7.883, 5.444, -0.291], [-12.074, -3.927, -1.625], [-6.978, -0.977, -1.291], [14.927, -5.360, -1.355], [8.027, -4.306, -1.317], [-5.340, -1.188, -1.038], [-9.152, -2.277, -2.170], [-9.291, -0.932, -5.246], [-0.057, -2.236, 0.870], [-11.413, 0.280, -2.901], [8.816, 5.048, 2.824], [16.581, -3.071, 0.304], [-8.365, 4.504, 0.447], [3.304, -2.583, 8.272], [0.733, -2.730, 6.249], [-7.389, 9.389, -1.434], [-10.582, 1.241, -1.865], [-10.264, 12.104, 2.147], [-3.953, -1.449, -1.239], [-8.673, 0.592, -5.269], [-7.019, 0.643, -5.109], [7.091, -4.782, -1.627], [3.149, -5.402, 3.589], [-11.782, -3.175, -0.774], [8.291, 6.278, 0.295], [-11.138, -4.596, -1.899], [7.218, 2.370, -1.558], [-9.315, -3.455, -2.275], [3.038, -1.621, 7.827], [-9.184, 1.336, -4.512], [2.780, -2.680, 9.227], [-10.797, 12.634, 1.352], [16.989, -3.522, -0.610], [-9.806, 7.901, 1.820], [7.914, 5.729, -1.343], [3.205, -3.943, -0.556], [-10.027, -1.056, -6.176], [-6.767, 10.156, -1.906], [-2.795, -1.650, -1.353], [-10.813, 0.937, -0.736], [-6.887, 8.982, -0.554], [7.605, -0.772, 2.715], [1.005, -2.002, 0.982], [-10.293, 8.628, 0.272], [6.771, 1.108, -0.369], [13.991, -5.836, -1.664], [-10.264, 12.720, 3.049], [2.249, -6.222, -3.266], [-6.519, -0.421, -5.087], [3.489, -3.698, -2.305], [14.505, -1.825, 2.677], [13.178, -2.904, 3.208], [5.952, -0.135, 2.897], [12.852, -1.188, 2.859], [-7.268, 0.137, -1.499], [1.747, -4.301, 3.420], [-7.541, 8.580, -2.153], [-8.443, -1.738, -5.386], [-7.257, -1.762, -3.527], [-8.893, 1.022, -6.354], [-14.674, -2.938, -1.842], [0.606, -3.790, 6.489], [10.251, -1.111, 0.549], [6.278, -1.850, 3.245], [6.843, 5.271, 0.000], [1.587, -4.613, -3.612], [-12.920, -4.700, -1.294], [0.700, -2.140, 7.174], [15.087, -4.437, -1.917], [-8.778, 7.685, 0.397], [8.399, 5.965, 3.248], [9.805, -2.713, 1.176], [-9.474, -2.015, -1.070], [10.089, -2.468, -0.572], [16.705, -3.767, 1.139], [-14.200, -1.267, -2.572], [-7.507, -1.282, -0.272], [-0.648, -1.365, 1.164], [17.151, -2.164, 0.511], [8.187, -3.383, -1.879], [7.936, 0.744, -1.666], [-6.997, -3.069, -2.194], [-9.422, 1.253, -2.015], [3.066, -4.262, 2.224], [8.849, -4.992, -1.534], [-10.765, 11.156, 2.362], [15.749, -6.046, -1.571], [-0.322, -3.080, 1.513], [-12.425, -0.017, -2.384], [3.651, -2.341, -1.184], [-0.096, -2.408, 5.618], [0.491, -6.012, -3.359], [-7.222, 4.552, 0.697], [9.190, 4.429, 3.645], [-11.673, 0.930, -3.856], [9.632, 5.318, 2.150], [-6.527, 1.233, -6.020], [4.380, -2.627, 8.466], [-14.710, -2.785, -3.729]], "atomic_forces_ev_per_a": [[0.8, -0.3, -0.1], [1.0, 0.3, 2.0], [-2.2, 2.4, -10.2], [10.4, -2.1, 1.7], [-2.3, 2.4, -10.2], [10.2, 2.0, 2.2], [-2.5, 2.2, -10.2], [4.0, 9.7, 1.9], [-0.9, -1.4, -2.1], [-3.4, -0.8, -1.2], [-2.7, -0.1, -1.9], [1.2, -2.0, 2.3], [0.9, -0.3, 3.7], [-0.3, -0.3, 1.8], [-3.2, 0.5, 0.8], [-1.6, -0.7, -0.4], [-1.6, 0.6, -0.5], [-3.2, 3.2, 5.0], [-3.7, 0.6, -0.1], [-1.6, -0.5, 0.0], [0.0, -0.2, 1.8], [1.3, -2.1, 2.3], [-0.3, -1.7, -0.2], [0.8, -0.3, 3.7], [-0.3, -1.7, -0.7], [0.0, -0.6, 1.6], [0.1, -0.6, 1.6], [0.1, -0.6, 1.7], [0.9, -0.4, 3.6], [-0.3, -0.3, 1.8], [-1.6, -3.2, -1.1], [-1.6, 1.1, -0.1], [-1.1, -2.9, 1.1], [1.2, -2.2, 2.1], [4.0, -2.6, -3.8], [5.8, -3.2, -4.6], [-4.3, -0.5, 5.6], [-0.6, 0.0, -0.4], [0.1, -1.3, 0.6], [-0.2, -1.0, -0.2], [-0.4, -0.5, -0.7], [0.0, 0.5, 0.8], [1.0, -0.2, -0.3], [-0.1, 0.6, 0.7], [0.1, 0.6, 1.5], [0.3, -1.0, 1.3], [2.5, 0.3, -3.3], [0.9, 0.0, -0.2], [-0.3, -0.3, -0.7], [-0.2, 0.8, 0.0], [-0.2, -0.2, -0.5], [0.7, -0.9, 0.7], [-0.6, 0.0, -0.5], [-0.6, 0.0, -0.5], [8.8, -1.5, -2.6], [0.8, -1.3, 0.5], [0.1, 0.1, -1.3], [0.0, 0.6, 0.6], [-0.8, 2.1, 0.5], [0.5, -0.4, 0.3], [0.7, -0.2, -0.2], [-4.9, 0.5, 0.3], [0.7, 0.3, 0.0], [-0.7, 0.1, 0.6], [0.7, 0.4, 0.0], [0.3, -1.0, 0.9], [-0.5, 0.2, 0.6], [-9.4, 1.8, 1.3], [0.6, 0.0, -1.0], [0.1, 0.4, -0.5], [0.1, 0.3, 0.0], [-0.1, -0.1, -0.3], [-0.7, -1.6, -1.3], [-0.2, -0.2, 0.0], [-1.9, 1.7, 0.4], [-0.1, 0.0, -0.2], [0.3, 2.5, 0.2], [0.1, -0.1, -0.1], [1.2, -1.5, -1.3], [-0.2, -0.3, -0.2], [-0.2, 0.1, 0.2], [0.0, 0.0, 0.3], [0.1, 0.1, 0.0], [0.1, -0.2, 0.0], [0.2, 0.1, -0.2], [1.6, 0.3, 1.8], [0.0, -0.1, 0.3], [-3.1, 0.4, 0.5], [0.6, 0.6, -2.5], [0.0, 0.2, 0.0], [0.0, 0.1, 0.1], [0.1, 0.1, 0.2], [0.2, -0.2, 0.1], [0.0, -0.2, -0.3], [0.1, 0.3, 0.0], [0.0, -0.1, -0.1], [0.1, 0.0, 0.4], [-1.1, 2.1, 0.3], [0.0, 0.0, 0.3], [0.0, 0.1, 0.2], [0.0, 0.2, 0.2], [0.1, -0.1, -0.1], [0.1, -0.1, -0.1], [1.0, -2.1, 0.2], [-0.1, -0.1, -0.1], [-0.4, 0.1, 0.1], [-1.5, 1.7, 0.1], [-0.6, -0.2, 2.3], [0.5, -0.6, 2.3], [1.1, 1.0, -1.9], [-0.1, 0.3, 0.1], [-0.2, 0.1, 0.0], [-0.1, 0.3, 0.2], [0.2, 0.2, -0.1], [-0.2, 0.0, 0.1], [1.6, 2.0, -0.5], [0.0, -0.3, -0.1], [-0.2, 0.0, 0.1], [-0.3, 0.1, 0.0], [-0.4, -0.1, -0.2], [0.1, 0.1, -0.3], [0.9, -0.5, -1.8], [0.0, 0.0, 0.3], [0.1, 0.1, -0.2], [0.3, -2.2, -0.8], [1.3, 0.6, -2.1], [0.1, -0.1, -0.1], [-0.2, 0.1, 0.0], [-0.2, 0.0, 0.1], [0.0, 0.1, 0.2], [-1.0, 2.3, -0.5], [-2.2, -0.1, 0.1], [0.0, 0.0, 0.1], [0.1, 0.0, 0.4], [-0.2, 0.0, 0.1], [0.1, 0.0, 0.4], [0.0, 0.2, 0.2], [1.9, 0.8, -1.0], [-0.2, -0.1, 0.1], [0.2, 0.0, -0.1], [0.1, 0.3, 0.0], [-2.7, -0.1, -0.5], [0.1, 0.1, -0.3], [0.4, -1.2, 1.8], [0.0, -0.2, 0.0], [-1.1, -1.1, 2.1], [-0.2, 0.2, -0.2], [1.1, 1.1, 1.7]], "charge": -1, "spin_multiplicity": 1, "lumo_ev": -2.55}

{"formula": "C33H79BClF3IN4O10PS", "method": "ωB97M-V/def2-TZVPD", "symbols": ["I", "Cl", "S", "P", "F", "F", "F", "O", "O", "O", "O", "O", "O", "O", "O", "O", "O", "N", "N", "N", "N", "C", "C", "C", "C", "C", "C", "C", "C", "C", "C", "C", "C", "C", "C", "C", "C", "C", "C", "C", "C", "C", "C", "C", "C", "C", "C", "C", "C", "C", "C", "C", "C", "C", "B", "H", "H", "H", "H", "H", "H", "H", "H", "H", "H", "H", "H", "H", "H", "H", "H", "H", "H", "H", "H", "H", "H", "H", "H", "H", "H", "H", "H", "H", "H", "H", "H", "H", "H", "H", "H", "H", "H", "H", "H", "H", "H", "H", "H", "H", "H", "H", "H", "H", "H", "H", "H", "H", "H", "H", "H", "H", "H", "H", "H", "H", "H", "H", "H", "H", "H", "H", "H", "H", "H", "H", "H", "H", "H", "H", "H", "H", "H", "H"], "coordinates": [[-0.793, 2.592, -3.969], [-2.783, 3.524, -0.677], [-4.453, 0.198, -2.041], [-5.403, 1.687, -5.737], [-5.672, 2.298, -0.924], [-6.855, 0.562, -1.200], [-5.489, 0.667, 0.388], [-2.769, -5.883, -0.339], [-3.887, -0.939, -1.362], [-3.033, 0.837, -4.770], [-5.252, 0.086, -3.245], [-2.305, -4.724, 5.073], [-3.712, -3.481, -2.743], [3.389, 4.269, -0.038], [-2.749, 0.360, 0.538], [3.299, -0.607, 2.494], [7.204, 3.506, 3.754], [-6.368, 2.635, -4.952], [-0.419, 1.091, 0.210], [-2.641, 0.051, -7.701], [-2.368, 1.955, -1.258], [5.640, 4.899, -0.821], [0.348, -0.147, 0.044], [-2.731, -2.236, -4.657], [-5.688, 0.994, -0.837], [-2.619, -2.289, 4.850], [3.111, 0.462, 3.410], [-3.698, -4.939, 0.171], [7.005, 4.573, 4.664], [-5.043, -3.676, -3.191], [-3.096, -3.606, 5.439], [-2.722, -3.482, -3.749], [-2.262, 0.971, -3.613], [-0.720, -4.569, 6.957], [-0.943, -4.671, 5.458], [0.364, 2.276, -0.151], [8.537, 3.049, 3.612], [-1.940, 1.249, -7.239], [4.626, -1.079, 2.359], [-2.792, 2.383, -6.667], [-1.479, -1.356, -4.508], [9.157, 2.521, 4.895], [-1.481, -0.340, -3.351], [-3.576, -7.800, 0.990], [-3.215, -4.209, 1.413], [-2.412, -6.931, 0.544], [5.229, -1.626, 3.641], [7.766, 5.841, 4.315], [3.880, 1.720, 3.056], [2.127, 5.626, -1.652], [-3.603, 1.993, -5.419], [4.468, 3.936, -0.894], [-3.153, 1.487, -2.389], [2.763, 5.515, -0.278], [-1.805, 1.078, -0.143], [1.578, 6.564, -1.737], [8.846, 5.706, 4.378], [5.349, -0.852, 4.400], [0.917, -0.132, -0.901], [-4.667, -5.416, 0.365], [-4.294, -7.246, 1.595], [-3.172, -0.365, -6.941], [-0.318, -1.023, 0.038], [-2.257, -3.723, 1.212], [-3.078, -4.868, 2.272], [-1.771, -3.538, -3.199], [-4.091, -3.840, 5.058], [8.470, 2.249, 2.875], [7.241, 4.261, 5.688], [2.865, 5.600, -2.455], [-0.424, -3.855, 4.942], [0.348, -4.618, 7.173], [-1.203, 0.934, -6.493], [1.434, 4.798, -1.802], [6.457, 4.529, -1.442], [7.520, 6.168, 3.303], [4.600, -2.417, 4.053], [-3.181, -3.527, 6.529], [-2.795, -2.559, -5.707], [-2.144, 3.237, -6.432], [1.992, 5.581, 0.492], [-5.515, -4.489, -2.619], [-3.298, 0.273, -8.443], [4.782, 2.945, -0.560], [-5.525, 0.305, -5.603], [-0.435, -0.073, -3.146], [-3.941, -3.446, 1.698], [-1.639, -1.998, 5.231], [4.123, 3.829, -1.930], [3.346, 0.139, 4.431], [-0.522, -5.604, 5.082], [-3.761, 2.311, -2.788], [-1.247, -0.842, -5.451], [2.039, 0.661, 3.379], [3.623, 2.056, 2.053], [-2.552, -2.365, 3.764], [-2.622, -0.594, 0.626], [-3.638, -1.654, -4.445], [10.146, 2.114, 4.684], [-1.095, -3.629, 7.366], [-1.865, -0.815, -2.440], [0.278, 2.526, -1.209], [-7.014, 2.144, -4.343], [-1.881, -6.540, 1.420], [-3.319, -1.491, 5.101], [9.276, 3.301, 5.647], [5.932, 4.761, 4.626], [1.073, -0.296, 0.859], [-5.075, -3.940, -4.258], [5.996, 4.987, 0.207], [-3.838, -4.227, -0.638], [1.425, 2.114, 0.084], [-3.641, 2.836, -4.716], [7.494, 6.635, 5.011], [-3.494, 2.728, -7.445], [3.458, 6.345, -0.106], [8.540, 1.728, 5.319], [-3.205, -8.627, 1.596], [-5.624, -2.752, -3.039], [5.275, -0.299, 1.943], [4.557, -1.871, 1.612], [-2.804, -4.398, -4.357], [0.032, 3.140, 0.444], [-1.364, 1.649, -8.088], [9.173, 3.831, 3.180], [6.216, -2.042, 3.435], [5.378, 5.895, -1.182], [-4.100, -8.210, 0.125], [-0.624, -2.026, -4.318], [-5.407, 1.850, -7.133], [-1.218, -5.390, 7.475], [-1.698, -7.530, -0.022], [3.629, 2.518, 3.756], [4.961, 1.579, 3.104]], "atomic_forces_ev_per_a": [[0.2, 0.1, 0.3], [0.0, -0.1, -0.1], [-0.1, 0.1, 0.1], [-0.2, 0.2, 0.2], [0.2, 1.4, -0.5], [-1.6, -0.7, -0.7], [0.6, -0.8, 1.8], [0.0, 0.0, 0.0], [-0.6, 0.1, -0.8], [0.1, -0.1, 0.3], [0.5, -0.3, 0.6], [0.0, 0.0, 0.0], [-0.2, -0.2, -0.1], [0.0, -0.1, 0.0], [0.2, -0.5, -0.3], [-0.1, 0.0, 0.0], [0.0, 0.0, 0.0], [0.1, -0.3, -0.1], [0.0, 0.1, -1.0], [-0.2, 0.2, 0.1], [-0.2, -0.3, -0.2], [0.0, 0.0, 0.1], [0.0, -0.3, 0.6], [-0.1, 0.1, -0.2], [0.9, 0.0, -0.7], [0.1, 0.0, -0.1], [0.0, 0.0, 0.0], [-0.1, 0.1, 0.1], [-0.1, 0.0, 0.0], [-0.1, 0.2, -0.1], [-0.1, 0.1, 0.0], [0.2, -0.1, 0.1], [-0.6, 0.3, 0.0], [-0.1, 0.0, 0.0], [0.1, 0.0, 0.0], [0.2, 0.2, 0.3], [0.0, 0.0, 0.0], [0.3, 0.0, -0.3], [0.1, 0.0, -0.1], [-0.2, 0.2, -0.3], [0.3, 0.0, 0.0], [-0.1, 0.0, 0.0], [0.2, -0.1, 0.1], [0.0, 0.0, -0.1], [0.1, 0.0, 0.0], [0.1, 0.0, 0.0], [-0.1, 0.0, 0.0], [0.0, 0.0, -0.1], [0.1, 0.0, 0.0], [0.0, -0.1, 0.0], [0.2, 0.1, 0.3], [0.0, -0.1, 0.0], [0.6, 0.5, 0.1], [-0.1, 0.0, 0.0], [-0.1, 0.1, 0.3], [0.0, 0.0, 0.0], [0.0, 0.0, 0.0], [0.0, 0.0, 0.0], [-0.2, 0.0, 0.1], [0.0, 0.0, 0.0], [0.0, 0.0, 0.0], [0.1, 0.0, 0.0], [0.2, 0.2, 0.0], [0.0, 0.0, 0.0], [0.0, 0.0, 0.0], [-0.2, 0.0, -0.2], [0.0, 0.0, 0.0], [0.0, 0.0, 0.0], [0.0, 0.0, 0.0], [0.0, 0.0, 0.0], [0.0, 0.0, 0.0], [0.0, 0.0, 0.0], [-0.1, 0.1, -0.2], [-0.1, 0.0, 0.0], [0.0, 0.0, 0.0], [0.0, 0.0, 0.0], [0.0, 0.0, 0.0], [0.0, 0.0, 0.0], [0.0, 0.1, 0.2], [-0.1, -0.2, -0.1], [0.0, 0.0, 0.0], [0.2, 0.2, -0.1], [0.1, 0.0, 0.0], [0.0, 0.0, 0.0], [0.0, -0.2, -0.1], [-0.4, -0.1, 0.0], [0.0, 0.0, 0.0], [0.0, 0.0, 0.0], [0.0, 0.0, 0.0], [0.0, 0.0, 0.0], [0.0, 0.0, 0.0], [0.1, -0.1, 0.2], [-0.1, -0.1, 0.3], [0.0, 0.0, 0.0], [0.0, 0.1, -0.1], [0.0, 0.0, 0.0], [0.0, 0.3, 0.3], [0.2, -0.1, -0.1], [0.0, 0.0, 0.0], [0.0, 0.0, 0.0], [0.0, 0.0, -0.2], [0.0, 0.0, -0.1], [0.1, 0.2, 0.0], [0.0, 0.0, 0.0], [0.0, 0.0, 0.0], [0.0, 0.0, 0.0], [0.0, 0.0, 0.0], [-0.1, 0.1, -0.2], [0.0, 0.0, 0.2], [0.0, 0.0, 0.0], [0.0, 0.0, 0.0], [-0.3, 0.0, 0.0], [0.1, 0.0, -0.2], [0.0, 0.0, 0.0], [0.2, -0.1, 0.2], [0.0, 0.0, 0.0], [0.0, 0.0, 0.0], [0.0, 0.0, 0.0], [0.1, -0.2, -0.1], [0.0, 0.0, 0.0], [0.0, 0.0, 0.0], [0.0, 0.1, 0.1], [0.1, -0.2, -0.2], [-0.2, -0.1, 0.2], [0.0, 0.0, 0.0], [0.0, 0.0, 0.0], [0.0, 0.0, 0.0], [0.0, 0.0, 0.0], [-0.2, 0.2, -0.1], [-0.1, 0.1, -0.1], [0.0, 0.0, 0.0], [0.0, 0.0, 0.0], [0.0, 0.0, 0.0], [0.0, 0.0, 0.0]], "smiles": "COCCCC[C@@](I)(O[C@@H](CCN)[PH2]=N)[C@H](N(Cl)B(O)N(C)C)S(=O)(=O)C(F)(F)F.CCOCC.CCOCC.CCOCC.CCOCC.CCOCC", "spin_multiplicity": 1, "relative_energy_kj_mol": 0.00, "lumo_ev": 0.00}